13
Properties=species:S:1:pos:R:3:nbo_charge:R:1 method="wB97M-V/def2-TZVPD" e_tot_ev=-18724.085 orbital_gap_ev=9.01 e_above_lowest_kj_mol=313.4 smiles="C=C[C@@H](Cl)NN" fmax_ev_per_a=4.901 lumo_energy_ev=0.823
C 1.8624 0.8443 -1.3074 -0.322
C 1.1639 0.6671 -0.1721 -0.242
C -0.0194 -0.2286 -0.2558 -0.041
Cl 0.4013 -2.0281 0.1413 -0.117
N -1.2293 0.3406 0.5798 -0.442
N -1.8745 -0.7896 1.0611 -0.712
H 2.7894 1.2929 -1.2168 0.197
H 1.5414 0.4001 -2.2520 0.207
H 1.2852 0.9633 0.8213 0.201
H -0.4374 -0.2930 -1.3559 0.202
H -0.6828 0.7814 1.3654 0.339
H -2.5864 -1.2564 0.5181 0.369
H -2.2136 -0.6941 2.0732 0.362